Entry 1:
# C22H53FN8O8S

A 7-piece molecular cluster, C22H53FN8O8S overall (wB97M-V/def2-TZVPD, the OMol25 dataset).

XYZ file:
```
93
Properties=species:S:1:pos:R:3:forces:R:3:mulliken_charge:R:1
S -1.591814 -1.478762 1.768334 -0.721 -0.038 0.035 1.049
N 2.631494 -0.322348 1.346601 -0.030 0.074 -0.288 -0.318
H 5.546590 -5.534464 1.998745 -0.035 -0.010 0.025 0.369
H -1.838923 4.801320 -4.575162 0.015 0.005 -0.024 0.317
H 7.697477 -3.238798 1.073276 0.039 -0.021 -0.031 0.360
C -4.689599 9.054467 -0.002732 -0.040 0.018 -0.116 0.133
N 1.386103 -7.561713 2.398494 -0.035 -0.057 0.069 0.125
H -3.133042 7.606994 2.530441 -0.050 -0.016 -0.001 0.373
O -2.300325 -2.390640 2.587057 -0.152 -0.186 0.359 -0.613
H 2.601799 -8.580261 3.743580 -0.009 -0.004 0.004 0.382
H 0.893015 2.371878 2.376468 -0.052 -0.026 0.223 0.375
H 3.088019 1.617964 2.133933 0.020 -0.046 0.051 0.393
C 0.213825 -8.097009 3.058061 0.107 0.005 -0.001 -0.939
H -2.705292 9.185190 1.828840 0.056 -0.027 0.028 0.306
N -5.222308 1.042986 -2.001462 -0.012 -0.089 0.018 0.143
H 2.081293 -3.047540 -3.556946 -0.014 0.000 -0.024 0.325
H 6.898857 -3.113631 -0.491119 0.057 -0.008 -0.026 0.281
H -0.175421 5.136964 -4.068416 0.009 -0.003 0.001 0.299
H -4.365085 0.581166 -3.837846 0.004 -0.009 0.006 0.398
C 0.958710 1.338020 2.031600 -0.079 0.134 -0.488 -0.562
H -3.395193 4.514634 -1.693362 -0.078 0.038 -0.001 0.251
H -2.227433 1.265185 0.623665 0.000 -0.163 -0.067 0.250
C -4.834172 1.429868 -3.346113 -0.021 0.031 0.040 -0.870
C 2.706691 -7.914895 2.889997 -0.018 0.032 -0.053 -0.851
H 3.253624 -7.021954 3.194454 0.014 -0.008 0.014 0.218
H -2.503243 7.718072 0.872091 0.041 -0.021 0.043 0.214
C -1.219005 5.397407 -3.902268 -0.065 0.013 0.071 -0.948
H -0.681748 -7.729880 2.560894 -0.006 0.008 -0.005 0.286
H -5.461242 -1.039161 -2.165098 0.004 -0.023 0.017 0.359
H -2.903488 6.156383 -1.264100 -0.060 0.021 -0.011 0.114
H -6.517987 7.933503 1.339694 -0.006 0.001 -0.008 0.297
H -2.896152 -0.002233 2.466544 0.082 0.249 0.430 0.326
H 3.284365 -8.412630 2.110625 0.016 0.000 0.007 0.292
C -3.129915 8.202515 1.621368 -0.014 0.123 -0.159 -0.881
C -0.678957 4.656627 -1.639758 0.103 0.040 0.048 0.093
C 1.298509 -6.740696 1.334205 -0.015 0.057 -0.087 0.123
O -0.911942 4.433341 -0.464680 -0.070 -0.077 0.009 -0.590
O 5.129191 -5.487215 -1.943142 0.026 0.134 -0.033 -0.543
N -1.570057 5.139929 -2.521028 -0.068 0.023 -0.149 0.238
H 4.166499 -2.543308 1.965268 0.011 -0.003 0.005 0.179
H 3.853179 -1.892555 -2.083326 -0.039 -0.012 -0.013 0.403
H 0.182406 -7.785595 4.104016 -0.032 -0.005 0.005 0.345
C -4.950007 -0.304382 -1.540662 0.121 0.114 -0.094 -1.012
O 5.668714 -1.371823 1.243489 -0.041 -0.036 -0.058 -0.687
C 6.933842 -3.684493 0.433800 0.017 0.113 0.157 -1.013
H 4.720847 -5.393984 0.431366 -0.047 -0.036 0.027 0.425
N 5.646094 -3.641653 1.105446 0.075 -0.130 0.100 0.265
C -1.519487 1.169928 1.448751 0.033 0.304 0.050 -0.649
C 4.388354 -5.072516 -2.816514 -0.015 -0.163 -0.003 0.028
H 2.443152 1.573479 0.505682 0.013 0.009 -0.054 0.387
O -6.064017 3.102495 -1.558579 0.041 0.026 -0.008 -0.600
H 0.212119 -9.188211 3.018282 -0.031 -0.004 0.007 0.341
H -5.705506 1.746435 -3.919836 0.008 0.005 -0.015 0.308
C -5.578833 7.727141 1.849113 0.113 0.005 0.002 -0.925
O -3.809050 9.585271 -0.651629 0.016 -0.032 0.036 -0.592
H -5.752957 9.105345 -0.294421 0.009 0.006 0.009 0.284
H 7.192909 -4.714384 0.207330 -0.078 -0.025 -0.012 0.364
H 0.258640 -6.531217 1.032253 0.005 0.004 0.005 0.285
H 3.603028 -0.467765 1.090523 0.011 -0.039 0.116 0.191
H -1.357908 6.452733 -4.143623 0.014 0.000 -0.024 0.349
C -5.820580 1.960206 -1.219297 -0.020 0.055 0.056 0.122
H -4.131381 2.263696 -3.315420 0.007 0.000 -0.018 0.175
O -1.683196 -1.595923 0.358667 0.201 0.165 -0.454 -0.536
H -3.876525 -0.502060 -1.564710 -0.013 -0.095 0.041 0.410
H -0.021919 2.046698 0.296175 -0.071 -0.042 -0.138 0.255
H -5.299361 -0.416594 -0.516099 -0.014 0.000 0.009 0.278
C -2.925254 5.423260 -2.070897 0.109 -0.092 0.176 -0.767
H 2.843518 -4.230955 -4.631357 0.000 -0.010 -0.004 0.303
C 5.143108 -2.455399 1.458939 -0.060 0.040 0.015 0.241
O 2.257276 -6.268828 0.753167 -0.069 -0.027 0.035 -0.608
H -3.510814 5.814972 -2.897902 0.029 0.000 -0.032 0.376
H -5.639818 8.120209 2.866214 -0.031 -0.007 0.004 0.335
H 5.393526 -2.749227 -1.871966 0.005 0.081 0.034 0.154
F -0.103718 -1.607285 2.130281 0.585 -0.018 0.076 -0.138
N 3.917487 -3.816023 -2.896957 -0.039 0.105 -0.072 0.173
C 4.310641 -2.856372 -1.876927 -0.026 -0.168 -0.071 -0.703
N -4.488839 8.346344 1.125197 -0.034 -0.098 0.127 0.124
H 0.762444 0.675611 2.876119 0.061 0.020 0.098 0.378
H 3.994050 -3.208905 -0.897465 -0.018 0.065 0.028 0.141
H 3.484222 -2.582512 -4.538325 -0.019 -0.002 -0.023 0.332
H 2.463065 -0.796897 2.225397 0.101 0.036 0.032 0.139
H 0.124276 0.301101 0.301692 -0.036 -0.123 0.106 0.488
C -0.095242 1.162210 0.932730 0.207 0.167 0.096 -0.644
H 4.031942 -5.717004 -3.638307 0.002 -0.001 0.012 0.289
H 3.997808 -4.674989 1.874756 -0.015 0.031 -0.031 0.147
H 0.315710 4.483446 -2.085391 -0.011 -0.017 0.004 0.286
C 4.936286 -4.882998 1.367584 0.215 -0.015 -0.099 -0.923
H -1.622912 2.063223 2.065573 -0.167 -0.022 0.075 0.423
C 3.034093 -3.393911 -3.962283 0.035 0.021 0.095 -0.946
C 2.362467 1.105686 1.489718 0.034 -0.051 0.275 -0.876
N -1.886903 0.029314 2.334537 -0.051 -0.262 -0.605 -0.320
H -5.442417 6.645113 1.900646 -0.033 -0.008 0.000 0.334
H -6.072278 1.573264 -0.216555 -0.012 -0.001 -0.012 0.307
```
Positions in Å, forces in eV/Å.

* multiplicity: 1
* E_tot: -2408.08516 a.u.

---

Entry 2:
# C22H53N4O15S5Si

A 6-piece molecular cluster, C22H53N4O15S5Si overall in a non-equilibrium geometry (wB97M-V/def2-TZVPD, the OMol25 dataset).

XYZ file:
```
100
Properties=species:S:1:pos:R:3:forces:R:3:mulliken_charge:R:1
H -2.435036 0.834655 -2.935250 0.512 1.373 1.249 0.383
S 7.929551 1.383224 0.522899 0.750 -0.316 -0.245 1.118
C -2.252634 4.058960 -1.302602 -2.634 -1.162 0.507 -0.127
H -6.905277 0.653822 0.454396 0.892 1.436 -0.566 0.331
C 4.081587 -0.414976 1.845206 0.009 -0.001 0.246 -1.018
C 3.138689 -5.275340 10.590693 -0.754 -0.504 0.704 -0.307
C 8.777085 0.387374 1.717902 0.026 -0.147 -0.143 -0.960
C 1.797716 -3.288496 4.813836 -0.172 -0.103 -0.241 -0.988
C -1.145166 7.136026 -2.933607 -0.137 0.037 -0.245 -0.952
H -2.076782 6.802723 -3.392813 0.108 0.063 -0.005 0.304
H 4.637499 -3.548632 6.352075 -0.110 -0.079 0.066 0.292
H -4.698242 -3.012724 -5.015528 -0.155 0.038 -0.011 0.361
H 0.231846 8.055719 -7.148345 -0.192 0.020 0.386 0.276
H 9.813510 0.263052 1.402593 -0.141 0.047 -0.013 0.342
C -5.407513 -3.802943 -4.770669 -0.079 -0.189 0.079 -0.968
H -9.854707 -2.932536 -5.664396 -0.046 -0.087 0.049 0.295
C 7.560435 0.754319 -1.994425 -0.360 0.421 -0.939 -0.263
S 2.609149 -1.085809 2.565899 1.215 -0.508 0.415 1.233
C -10.091818 -3.945553 -5.331696 0.052 0.248 -0.226 -0.985
H 1.560759 -1.163467 5.171357 0.128 0.041 -0.134 0.323
H 9.178303 1.947574 -2.787244 -0.129 -0.061 -0.043 0.265
H 4.864642 -1.173160 1.871594 -0.142 0.063 0.009 0.363
H 7.889381 2.895325 -2.056580 -0.001 -0.086 -0.068 0.309
N -3.420473 4.693859 -0.658924 2.547 -3.928 -2.433 -0.481
H -0.171041 5.581752 -7.354285 0.085 0.114 -0.051 0.260
H 7.629167 2.156513 -3.638714 0.027 -0.131 0.055 0.383
H 5.161381 -2.918203 7.940640 -0.045 -0.090 -0.001 0.310
H 1.277280 5.279800 -6.402631 0.006 0.083 -0.079 0.290
N -4.405813 3.760473 -0.682196 4.411 -0.368 -1.680 -0.188
H -9.382617 -3.651603 -3.304082 0.190 0.002 -0.064 0.284
H -6.110759 2.352255 -3.514422 -0.294 -1.530 0.917 0.334
C -4.376630 -0.459120 -1.112977 0.713 -0.720 0.418 -0.792
C 0.106248 0.609930 -0.427778 -4.828 2.191 -3.388 -0.030
H 1.609793 7.750921 -6.097512 -0.136 -0.033 0.161 0.329
H 1.925607 -6.688575 9.482923 0.041 0.012 0.102 0.301
H 0.668667 0.439145 0.572391 -0.982 0.074 -2.262 0.329
O 6.515340 1.333169 0.797774 0.392 0.283 -0.293 -0.553
O 4.022973 -4.886952 9.539601 0.134 0.551 -1.071 -0.276
H 4.377743 0.472749 2.401912 -0.019 -0.085 -0.065 0.368
H -6.894554 2.538311 0.032161 0.732 -1.711 0.366 0.303
N -2.617191 2.698045 -1.713448 -0.647 5.528 2.485 0.119
H 1.150489 -3.310706 3.934134 0.062 0.012 0.078 0.399
H 1.979458 -6.987612 11.221945 0.116 0.091 0.009 0.387
H 3.375931 -7.386141 10.192594 -0.057 0.086 0.102 0.258
H -3.312326 -0.603350 -1.521514 -1.599 -0.014 0.646 0.285
S -7.022436 -3.076679 -4.713865 -0.103 -0.968 -0.356 1.210
C -0.767563 0.950535 -1.331983 2.911 -0.646 3.753 -0.300
H 8.274454 -0.575422 1.799071 0.038 0.077 -0.053 0.306
H -1.158530 2.145133 -3.170750 -1.311 -0.755 1.440 0.322
O 1.662597 -0.014677 2.765804 -0.178 -0.527 -0.281 -0.681
C 2.360983 -1.898529 5.045861 -0.813 -0.567 0.746 -0.303
H -1.121199 8.220727 -2.840834 0.021 -0.104 -0.013 0.385
C 2.572256 -6.664827 10.362901 -0.139 -0.138 -0.277 -0.987
Si -5.110290 1.296563 -1.334544 -4.002 -2.686 0.249 0.197
O 3.040170 -5.671109 7.389801 -0.194 0.792 0.338 -0.611
H 2.602870 -4.007855 4.640474 -0.069 0.042 0.100 0.260
H 7.721897 -0.098856 -2.658619 0.107 -0.080 0.386 0.286
H 3.854934 -0.153062 0.812072 -0.060 -0.035 0.084 0.430
H 5.644955 -4.567450 7.415866 -0.131 0.057 0.020 0.374
C -6.277270 1.578261 0.198950 1.253 1.068 0.588 -1.004
O -7.326141 -2.561121 -6.024193 0.079 0.140 0.944 -0.612
S 3.388831 -4.472069 8.108836 0.664 -0.339 0.381 1.233
H 2.944680 -1.899898 5.970099 0.126 0.223 -0.275 0.189
O 2.261754 -2.283354 1.843029 -0.345 0.804 0.297 -0.653
H -5.174942 -4.229184 -3.795719 -0.068 0.010 -0.076 0.316
H 2.340090 -4.537838 10.713083 0.110 0.039 -0.163 0.305
C -6.300546 1.401195 -2.880102 -0.095 0.562 -0.936 -0.925
O 8.248084 0.470561 -0.776689 -0.014 0.100 1.120 -0.268
H -5.548125 1.804832 1.082755 -1.485 -0.469 -1.230 0.295
C 0.643885 7.352099 -6.420427 0.788 -0.172 -0.963 -0.350
H -5.079939 -1.250924 -1.602088 1.157 1.566 0.756 0.253
O -7.860368 -4.441903 -4.483497 1.141 0.648 -0.040 -0.288
H -9.555709 -5.333185 -3.792849 0.419 0.041 -0.027 0.276
O 2.446962 -3.399321 8.304802 0.079 -0.632 -0.147 -0.653
H -7.412068 1.474927 -2.536421 2.086 -0.239 -0.394 0.305
C 4.863673 -3.807283 7.386366 0.122 -0.032 0.195 -0.933
H -6.199889 0.483541 -3.575598 -0.152 1.456 1.156 0.222
O -0.270402 7.303096 -5.323993 -0.253 -0.337 1.336 -0.262
C -9.242652 -4.344651 -4.138819 -1.190 0.152 0.044 -0.298
H -4.342342 -0.677484 0.030466 0.028 0.349 -1.986 0.284
H -11.154107 -3.973926 -5.078365 0.106 -0.089 0.060 0.386
H -1.028199 6.672201 -1.954771 0.155 0.129 -0.054 0.295
H 1.424589 6.068636 -7.974931 -0.092 0.105 0.061 0.383
O 1.408685 7.264152 -3.483451 -0.440 -0.758 -0.332 -0.639
C -1.819662 1.617043 -2.368419 3.249 -1.032 -0.246 -0.550
O 8.636647 2.631695 0.398369 -0.793 -0.533 0.081 -0.591
O -7.118680 -2.257245 -3.529704 -0.145 0.002 -0.551 -0.580
S 0.213129 6.610623 -3.944250 -0.266 0.833 -0.592 1.244
H 6.482956 0.827325 -1.819252 0.089 -0.005 0.172 0.257
C 8.094168 2.008951 -2.661116 0.052 0.315 0.127 -1.009
H 1.206383 -3.615673 5.671957 0.167 0.090 0.025 0.353
H -9.908542 -4.614188 -6.176925 -0.059 0.004 0.137 0.270
H -1.218069 4.534084 -1.443993 -1.854 -1.018 0.150 0.451
N -3.903010 2.643547 -1.281448 -0.542 0.510 0.471 0.955
H 8.740630 0.913245 2.671610 -0.073 0.082 -0.130 0.377
O 3.244477 -1.503934 3.994559 0.054 0.625 -1.148 -0.236
H -5.391809 -4.568577 -5.546933 -0.057 0.106 0.086 0.353
H 3.722045 -5.275068 11.515196 0.194 0.191 -0.313 0.279
C 0.803461 5.994394 -7.079462 0.037 -0.306 0.156 -0.972
O 0.132776 5.176080 -4.090284 0.204 0.387 0.343 -0.588
```
Positions in Å, forces in eV/Å.

* net charge: +1
* multiplicity: 1
* E_tot: -4497.60890 a.u.

---

no.,gap between HOMO and LUMO (eV)
1,9.12
2,7.69